# 1
C5H9OP | ωB97M-V with the def2-TZVPD basis set

XYZ file:
```
16
Properties=species:S:1:pos:R:3:forces:R:3
C -2.723 -2.113 0.290 2.4 2.9 -2.1
C -2.203 -1.093 -0.499 -1.9 -1.3 2.0
C 0.714 1.461 -0.213 1.6 -0.7 -0.2
C -0.605 0.896 -0.422 0.8 -1.6 -0.3
C -0.801 -0.589 -0.164 0.2 1.3 -0.4
O 1.969 0.620 0.225 -1.7 1.0 0.0
P 3.254 1.638 0.616 -1.4 -0.5 1.5
H -3.751 -2.347 0.228 -0.7 -0.7 0.0
H -1.996 -2.590 0.954 -0.7 -0.1 0.1
H -2.904 -0.507 -1.199 1.5 -0.9 1.1
H 1.102 2.027 -1.100 -0.8 -0.4 0.5
H 0.497 2.219 0.538 0.3 0.3 0.5
H -0.542 -0.661 0.921 -0.5 0.0 -0.3
H 0.000 -1.239 -0.561 -0.1 0.4 -0.3
H 4.213 0.666 0.989 -0.2 -0.2 0.3
H 3.775 1.613 -0.603 1.2 0.4 -2.3
```
Positions in Å, forces in eV/Å.

Output
ΔE to the lowest compared entry with this formula, charge and spin ... 5.394 eV
E_LUMO ... -0.20 eV
Net charge ... 0
Multiplicity ... 1
Orbital gap ... 0.3216 hartree
Highest occupied orbital energy ... -0.3289 Eh

***

# 2
C10H15NO2 | ωB97M-V with the def2-TZVPD basis set

XYZ file:
```
28
Properties=species:S:1:pos:R:3:forces:R:3
C 0.549 2.536 0.102 1.4 0.4 3.0
C -0.703 1.832 0.537 0.0 -0.8 0.2
C -0.637 0.557 1.123 1.6 -0.2 -0.6
C -1.717 -0.254 1.269 -1.7 1.4 -0.6
C -2.991 0.304 0.983 0.5 -0.7 0.3
O -4.048 -0.557 1.104 -0.6 -0.6 -0.1
C -3.153 1.610 0.577 1.7 0.0 0.2
C -1.959 2.356 0.398 -1.2 0.7 -0.2
H 0.720 2.880 -0.905 -0.4 -0.3 -0.4
H 1.405 1.950 0.498 -0.3 -0.2 -1.0
H 0.729 3.386 0.789 -0.5 0.3 -0.6
H 0.338 0.145 1.389 -0.1 0.2 -0.3
H -1.633 -1.296 1.464 0.0 -0.5 0.6
H -4.679 -0.268 1.768 0.0 0.2 -0.1
H -4.127 2.007 0.359 -0.2 0.2 0.1
H -2.010 3.421 0.208 -0.3 0.0 -0.6
C 1.786 -2.916 -1.742 0.7 1.5 -0.1
C 1.303 -1.455 -1.591 0.4 0.8 1.1
C 2.418 -0.757 -0.830 1.2 0.1 0.1
N 2.437 -0.940 0.529 -0.5 -1.0 1.3
O 3.304 -0.131 -1.383 -0.4 0.1 0.0
H 2.880 -2.816 -1.707 -0.2 -0.8 0.1
H 1.529 -3.404 -2.643 -0.4 -0.2 -1.2
H 1.375 -3.522 -0.967 0.1 -0.4 0.8
H 1.221 -0.795 -2.459 -0.3 -0.8 -0.3
H 0.434 -1.359 -0.936 -0.4 -0.2 -0.5
H 3.224 -0.759 1.127 0.6 0.7 -0.7
H 2.003 -1.758 0.940 -0.6 0.1 -0.6
```
Positions in Å, forces in eV/Å.

Output
ΔE to the lowest compared entry with this formula, charge and spin ... 1.182 eV
E_LUMO ... 0.71 eV
Net charge ... 0
Multiplicity ... 1
Orbital gap ... 0.3415 hartree
Highest occupied orbital energy ... -0.3153 Eh

***

# 3
C32H28BN6O4Pd | ωB97M-V with the def2-TZVPD basis set

XYZ file:
```
72
Properties=species:S:1:pos:R:3:forces:R:3
Pd 0.398 -0.290 -0.135 -1.4 1.0 0.7
C -3.779 2.743 -0.975 0.0 0.0 0.0
C -2.810 2.041 -0.090 0.0 0.0 0.1
C -2.743 1.994 1.292 0.0 0.0 -0.1
C -1.640 1.192 1.614 0.2 -0.1 0.2
N -1.098 0.798 0.464 0.1 -0.1 -0.3
N -1.797 1.304 -0.571 0.0 0.0 0.1
B -1.308 0.948 -1.982 0.3 -0.2 -0.2
N 0.169 1.507 -2.067 -0.4 0.3 0.0
N 0.899 1.662 -0.910 0.4 -0.6 -0.2
C 2.002 2.351 -1.215 0.0 -0.1 0.0
C 1.971 2.678 -2.574 0.0 0.1 0.0
C 0.795 2.142 -3.074 0.2 0.0 0.1
C 0.258 2.225 -4.461 -0.1 0.0 0.0
C 3.030 2.646 -0.204 0.0 0.1 0.0
C 4.247 3.203 -0.588 0.0 -0.1 0.0
C 5.249 3.415 0.347 0.0 0.0 0.0
C 5.040 3.088 1.678 0.0 0.0 0.0
C 3.816 2.563 2.075 0.0 0.0 0.0
C 2.819 2.343 1.141 0.0 0.1 0.0
N -1.383 -0.629 -2.065 -0.4 0.2 0.0
N -1.304 -1.370 -0.908 0.7 -0.2 -0.2
C -1.618 -2.633 -1.212 0.1 0.0 0.0
C -1.942 -2.706 -2.570 -0.1 0.0 0.0
C -1.796 -1.421 -3.072 0.0 -0.2 0.1
C -2.044 -0.938 -4.458 0.0 0.1 0.0
C -1.579 -3.701 -0.200 -0.1 0.0 0.0
C -1.734 -5.030 -0.581 0.1 0.0 0.0
C -1.625 -6.048 0.355 0.0 0.0 0.0
C -1.375 -5.746 1.685 0.0 0.0 0.0
C -1.251 -4.419 2.080 0.0 0.0 0.0
C -1.351 -3.405 1.144 -0.1 0.0 0.0
C -1.116 0.814 2.937 0.0 0.0 0.0
C 0.006 0.000 3.087 0.0 0.0 0.0
C 0.474 -0.338 4.346 0.0 0.0 0.0
C -0.175 0.133 5.478 0.0 0.0 0.0
C -1.293 0.943 5.341 0.0 0.0 0.0
C -1.759 1.280 4.082 0.0 0.0 0.0
H -4.510 3.275 -0.372 0.0 0.0 0.0
H -4.305 2.035 -1.615 0.0 0.0 0.0
H -3.269 3.462 -1.617 0.0 0.0 0.0
H -3.414 2.482 1.976 0.0 0.0 0.0
H -1.971 1.430 -2.848 0.0 0.0 0.0
H 2.688 3.261 -3.126 0.0 0.0 0.0
H 0.951 2.784 -5.086 0.0 0.0 0.0
H -0.710 2.726 -4.481 0.0 0.0 0.0
H 0.129 1.235 -4.895 0.0 0.0 0.0
H 4.423 3.455 -1.625 0.0 0.0 0.0
H 6.198 3.828 0.032 0.0 0.0 0.0
H 5.826 3.245 2.406 0.0 0.0 0.0
H 3.642 2.324 3.116 0.0 0.0 0.0
H 1.868 1.928 1.454 0.0 0.0 0.0
H -2.276 -3.568 -3.121 0.0 0.0 0.0
H -2.362 -1.770 -5.082 0.0 0.0 0.0
H -1.143 -0.509 -4.894 0.0 0.0 0.0
H -2.820 -0.172 -4.477 0.0 0.0 0.0
H -1.924 -5.278 -1.617 0.0 0.0 0.0
H -1.725 -7.079 0.042 0.0 0.0 0.0
H -1.279 -6.541 2.413 0.0 0.0 0.0
H -1.074 -4.178 3.120 0.0 0.0 0.0
H -1.248 -2.372 1.455 0.0 0.0 0.0
H 0.530 -0.380 2.215 0.0 0.0 0.0
H 1.346 -0.971 4.447 0.0 0.0 0.0
H 0.189 -0.130 6.462 0.0 0.0 0.0
H -1.804 1.314 6.219 0.0 0.0 0.0
H -2.631 1.913 3.988 0.0 0.0 0.0
O 4.939 -1.469 0.165 -0.3 -0.3 0.0
C 3.940 -0.907 0.049 0.5 0.9 0.0
O 2.982 -0.249 -0.073 0.1 -1.0 -0.1
C 2.080 -3.465 0.047 -0.7 -0.7 0.0
O 2.922 -4.242 0.163 0.2 0.4 0.0
O 1.158 -2.756 -0.075 1.0 0.2 -0.1
```
Positions in Å, forces in eV/Å.

Output
ΔE to the lowest compared entry with this formula, charge and spin ... 0.000 eV
E_LUMO ... -4.55 eV
Net charge ... +1
Multiplicity ... 1
Orbital gap ... 0.2413 hartree
Highest occupied orbital energy ... -0.4085 Eh

***

# 4
C7H12NOS | ωB97M-V with the def2-TZVPD basis set

XYZ file:
```
22
Properties=species:S:1:pos:R:3:forces:R:3
C -1.346 0.218 -1.296 4.0 -3.5 -0.1
C -0.416 0.447 -0.089 -2.5 -1.9 2.2
N -0.610 1.951 0.157 1.5 -1.5 1.4
C -1.110 -0.367 1.477 -4.1 1.2 -5.1
O -1.520 -1.704 1.260 1.8 0.8 0.9
C 0.988 -0.061 -0.035 1.0 0.5 -1.8
C 1.507 -1.160 -0.679 0.1 -0.8 1.0
C 2.925 -1.391 -0.349 -1.4 -0.1 -1.6
C 3.495 -0.340 0.245 -3.7 0.1 0.0
S 2.288 0.819 0.699 0.3 0.4 0.3
H -2.326 0.171 -1.051 -3.2 0.5 1.1
H -1.189 -0.842 -1.713 0.1 1.7 0.4
H -1.132 0.935 -2.039 0.1 0.7 -1.2
H -0.049 2.232 0.931 1.4 0.4 0.7
H -1.495 2.204 0.545 -1.6 0.0 -0.7
H -0.316 2.465 -0.645 -0.1 0.8 -0.9
H -0.335 -0.127 2.068 2.6 0.0 2.7
H -2.034 0.335 1.642 1.4 -1.7 0.1
H -0.857 -2.377 1.615 -1.1 1.6 -0.7
H 0.876 -1.833 -1.269 0.4 0.2 0.2
H 3.538 -2.235 -0.651 -0.4 0.0 -0.1
H 4.462 -0.298 0.513 3.1 0.6 1.1
```
Positions in Å, forces in eV/Å.

Output
ΔE to the lowest compared entry with this formula, charge and spin ... 2.086 eV
E_LUMO ... -3.45 eV
Net charge ... +1
Multiplicity ... 1
Orbital gap ... 0.3322 hartree
Highest occupied orbital energy ... -0.4588 Eh

***

# 5
C20H27BN2O8 | ωB97M-V with the def2-TZVPD basis set

XYZ file:
```
58
Properties=species:S:1:pos:R:3:forces:R:3
O -0.780 1.444 1.711 -0.2 -1.6 4.1
C -0.648 1.911 0.662 0.7 0.8 -2.8
O -1.636 2.516 0.000 0.8 0.8 -0.4
C -2.125 3.711 0.699 -1.6 0.2 -0.3
C -3.626 3.796 0.382 0.1 0.4 0.5
C -4.480 4.151 1.624 -0.2 -0.9 -0.4
C -5.075 2.837 2.180 0.4 1.1 0.1
C -6.165 2.232 1.276 1.0 0.0 0.3
O -6.473 3.014 0.114 -0.4 0.6 0.3
C -6.087 2.423 -1.036 1.1 -2.4 5.4
O -6.186 2.839 -2.077 -0.6 2.4 -5.6
O -5.473 1.225 -0.735 0.8 0.0 0.2
C -5.899 0.901 0.576 -3.7 -1.7 0.1
O -5.279 -0.155 1.235 1.7 1.2 -0.8
B -3.898 -0.228 1.024 0.6 -0.2 1.2
O -3.053 -0.104 2.127 -0.7 0.1 -0.4
O -3.316 -0.486 -0.209 -0.2 0.4 -0.3
H 0.334 1.795 0.169 -0.2 0.4 -0.7
H -2.015 3.612 1.780 0.4 -0.3 -0.1
H -1.597 4.594 0.339 0.2 -0.2 0.0
H -3.841 4.506 -0.416 0.2 -0.2 -0.2
H -3.906 2.788 0.068 0.0 0.3 -0.3
H -3.882 4.617 2.409 -0.1 0.2 -0.1
H -5.305 4.801 1.340 0.2 0.2 0.1
H -4.231 2.169 2.368 -0.3 -0.3 0.0
H -5.516 3.059 3.153 0.0 -0.2 0.0
H -7.053 2.187 1.901 -0.2 -0.3 -0.4
H -6.920 0.520 0.410 0.1 -0.1 0.1
H -2.661 0.778 2.189 0.3 -0.4 0.2
H -2.985 0.342 -0.584 -0.2 -0.2 -0.1
C -0.152 -0.316 -1.760 0.0 0.0 -0.2
N 1.148 -0.983 -1.513 -0.1 0.0 0.2
C 1.951 -1.262 -2.554 0.1 -0.1 0.0
C 3.181 -1.847 -2.355 0.2 -0.1 -0.1
C 3.608 -2.152 -1.064 -0.3 0.2 0.0
C 2.742 -1.869 -0.011 0.2 0.0 0.1
C 1.518 -1.287 -0.259 0.1 0.0 0.0
C 4.947 -2.735 -0.804 0.3 -0.2 0.1
C 5.855 -2.085 0.027 -0.1 0.1 0.1
C 7.078 -2.659 0.298 -0.1 0.0 0.0
N 7.408 -3.848 -0.229 0.1 0.1 0.1
C 6.563 -4.490 -1.053 -0.1 0.0 0.0
C 5.333 -3.955 -1.357 -0.1 0.0 -0.1
C 8.708 -4.481 0.106 -0.1 -0.1 -0.1
H -0.727 -0.930 -2.449 -0.1 0.1 0.0
H 0.049 0.665 -2.186 -0.1 0.0 0.0
H -0.686 -0.215 -0.821 0.0 -0.2 0.0
H 1.592 -0.997 -3.539 -0.1 0.0 0.1
H 3.809 -2.043 -3.215 0.0 0.0 0.0
H 3.010 -2.102 1.011 0.0 0.0 0.0
H 0.825 -1.052 0.539 -0.1 0.0 -0.1
H 5.621 -1.125 0.469 0.0 0.0 0.0
H 7.802 -2.180 0.943 0.0 -0.1 0.0
H 6.890 -5.442 -1.449 0.0 0.0 0.0
H 4.670 -4.509 -2.010 0.0 0.0 0.0
H 9.247 -4.669 -0.819 0.0 0.0 0.0
H 8.503 -5.412 0.632 0.1 0.0 0.0
H 9.283 -3.817 0.743 0.0 0.0 0.0
```
Positions in Å, forces in eV/Å.

Output
E_LUMO ... -7.76 eV
Net charge ... +2
Multiplicity ... 1
Orbital gap ... 0.2231 hartree
Highest occupied orbital energy ... -0.5084 Eh

***

# 6
C19H25Br2F3O5 | ωB97M-V with the def2-TZVPD basis set

XYZ file:
```
54
Properties=species:S:1:pos:R:3:forces:R:3
C 6.010 0.784 -1.086 -0.8 -0.9 -0.4
C 4.794 -0.060 -1.631 0.7 0.4 0.4
C 3.481 0.674 -1.325 -0.7 -0.5 -0.5
C 2.216 -0.069 -1.868 0.5 -0.6 0.3
C 2.096 -1.451 -1.195 0.1 -0.1 0.2
C 0.942 0.834 -1.776 1.9 -0.2 -1.3
O 1.090 1.727 -0.664 -1.6 -1.6 0.3
C 0.364 1.103 0.355 1.3 0.5 -2.8
O 0.456 1.496 1.438 -0.4 0.2 3.0
O -0.353 0.045 -0.112 -0.7 0.1 0.2
C -0.449 0.220 -1.526 0.4 2.0 -1.8
C -1.408 1.416 -1.930 -1.0 -0.5 0.6
C -2.916 1.187 -1.663 0.1 1.1 -0.1
C -3.287 1.304 -0.204 1.1 0.1 -1.3
F -2.458 1.983 0.602 0.4 0.1 0.1
C -4.365 0.819 0.325 -0.1 0.0 0.4
F -4.610 0.852 1.603 -0.6 0.0 0.8
F -5.292 0.233 -0.374 -0.8 -0.7 -0.3
C -0.824 -0.942 -2.432 1.0 0.2 0.5
Br 0.025 -0.920 -4.183 -0.4 0.3 0.5
C -1.642 -1.944 -2.199 -0.6 -0.9 -0.3
C -1.940 -3.082 -3.161 -0.2 -0.5 1.3
Br -2.584 -2.065 -0.526 0.3 -0.1 -0.5
H 6.648 0.126 -0.483 0.0 0.3 -0.2
H 6.587 1.190 -1.922 0.0 0.2 0.4
H 5.588 1.552 -0.428 0.5 0.1 -0.2
H 4.873 -1.036 -1.134 -0.4 0.2 -0.1
H 4.885 -0.259 -2.710 0.0 0.1 0.2
H 3.479 1.650 -1.838 0.3 -0.1 0.5
H 3.392 0.806 -0.238 0.0 0.2 -0.3
H 2.424 -0.205 -2.941 -0.2 -0.1 0.3
H 3.045 -2.002 -1.230 -0.2 0.3 -0.2
H 1.359 -2.114 -1.669 0.0 0.3 0.2
H 1.872 -1.338 -0.123 -0.1 -0.1 -0.3
H 0.969 1.387 -2.725 -0.3 0.3 0.5
H -1.135 2.342 -1.407 0.2 -0.3 -0.1
H -1.294 1.611 -3.004 0.1 -0.2 0.2
H -3.441 2.013 -2.176 0.2 -0.2 0.0
H -3.299 0.274 -2.129 0.1 0.0 0.4
H -2.105 -3.963 -2.522 0.0 0.1 -0.3
H -2.876 -2.917 -3.707 0.4 0.1 -0.1
H -1.089 -3.319 -3.801 -0.3 0.3 -0.1
O -0.742 -1.770 6.701 0.2 0.1 -0.1
C -1.033 -0.907 5.924 -0.2 -0.1 0.4
C -2.419 -0.606 5.390 0.1 0.1 -0.6
C -2.117 0.284 4.190 -0.3 0.0 -0.1
C -0.820 0.953 4.608 0.0 0.2 -0.3
O -0.139 -0.018 5.424 -0.1 -0.2 0.1
H -2.986 -0.077 6.158 0.0 -0.1 0.1
H -2.931 -1.520 5.101 0.0 0.0 0.3
H -2.909 0.992 3.953 0.1 0.0 0.0
H -1.946 -0.336 3.307 0.0 0.1 0.0
H -0.989 1.852 5.206 0.0 -0.1 0.0
H -0.198 1.210 3.754 0.1 -0.1 0.1
```
Positions in Å, forces in eV/Å.

Output
E_LUMO ... -0.05 eV
Net charge ... 0
Multiplicity ... 1
Orbital gap ... 0.3481 hartree
Highest occupied orbital energy ... -0.3499 Eh

***

# 7
C5H10O | ωB97M-V with the def2-TZVPD basis set

XYZ file:
```
16
Properties=species:S:1:pos:R:3:forces:R:3
C -1.774 -1.036 -0.079 2.2 0.3 -1.0
C -1.023 0.464 -0.169 -2.1 -1.9 3.7
C 0.480 0.148 -0.360 -0.6 1.1 -0.2
C 1.403 1.326 0.023 0.6 2.1 0.7
C 1.140 -0.971 0.324 5.6 -2.5 -1.9
O 2.187 -1.560 -0.314 -6.4 2.8 4.3
H -1.679 -1.608 -1.117 -0.4 1.1 2.4
H -1.325 -1.661 0.795 -0.2 1.0 -1.8
H -2.775 -0.914 0.265 -1.0 0.1 -0.4
H -1.578 1.234 -0.792 1.2 -1.3 0.0
H -1.300 0.870 0.929 1.2 -0.7 -2.1
H 0.561 -0.136 -1.364 0.5 0.0 -1.9
H 1.298 2.147 -0.936 0.4 -1.9 3.3
H 2.598 1.040 0.233 -3.5 0.8 -0.8
H 0.874 1.662 1.124 1.9 -0.1 -3.2
H 0.914 -1.005 1.439 0.6 -0.9 -1.0
```
Positions in Å, forces in eV/Å.

Output
ΔE to the lowest compared entry with this formula, charge and spin ... 3.851 eV
E_LUMO ... 0.35 eV
Net charge ... 0
Multiplicity ... 1
Orbital gap ... 0.3790 hartree
Highest occupied orbital energy ... -0.3661 Eh